*one*
Here is the molecule C4H10O2 from OMol25. Energies are from ωB97M-V/def2-TZVPD.

The geometry in XYZ format:
```
16
C4H10O2 ωB97M-V/def2-TZVPD
O 1.33 -0.21 0.25
O -1.03 -0.86 1.32
C -0.94 0.26 0.51
C 2.44 -0.57 -0.53
C -2.26 0.57 -0.14
C 0.19 0.10 -0.51
H -3.12 0.48 0.54
H -0.63 1.24 1.15
H 0.33 1.04 -1.08
H -0.11 -1.03 1.54
H 3.26 -0.82 0.15
H -1.93 1.63 -0.20
H 2.76 0.26 -1.18
H 2.23 -1.45 -1.16
H -0.03 -0.70 -1.23
H -2.48 0.10 -1.11
```

Output
Orbital gap, eV: 10.955
Multiplicity: 1
LUMO level, eV: 0.987
M, Da: 90.12
Total charge: 0
Structure (SMILES): COC[C@@H](C)O
HOMO energy, eV: -9.97



*two*
Here is a 2-piece molecular cluster, C4H10O2 overall from OMol25. Energies are from ωB97M-V/def2-TZVPD.

The geometry in XYZ format:
```
16
C4H10O2 ωB97M-V/def2-TZVPD
O -0.57 0.18 0.52
O 0.17 -2.36 -0.15
C 1.14 1.42 -0.60
C -0.24 0.80 -0.72
C -1.94 -0.15 0.62
C 1.18 -2.40 -0.98
H 1.85 0.69 -0.19
H 1.68 -1.39 -0.91
H 1.12 2.29 0.06
H -2.10 -0.59 1.60
H -0.28 0.05 -1.52
H 0.05 -1.49 0.31
H -1.00 1.56 -0.95
H -2.24 -0.87 -0.16
H -2.57 0.75 0.53
H 1.50 1.72 -1.59
```

Output
Orbital gap, eV: 9.238
Multiplicity: 1
LUMO level, eV: 0.871
M, Da: 90.12
Total charge: 0
HOMO energy, eV: -8.37



*three*
Here is the molecule C4H10O2 from OMol25. Energies are from ωB97M-V/def2-TZVPD.

The geometry in XYZ format:
```
16
C4H10O2 ωB97M-V/def2-TZVPD
O -1.79 -1.77 0.89
O -1.46 0.31 -0.63
C -0.38 -0.15 0.13
C -0.53 -1.66 0.24
C 0.83 1.90 -0.78
C 0.94 0.42 -0.39
H -1.70 -1.07 1.56
H 0.15 2.03 -1.63
H 0.44 2.50 0.05
H 1.81 2.29 -1.06
H -0.52 0.15 1.23
H -0.59 -2.16 -0.74
H 1.66 0.30 0.43
H 1.31 -0.16 -1.24
H -2.18 -0.29 -0.36
H 0.27 -2.12 0.83
```

Output
Orbital gap, eV: 11.089
Multiplicity: 1
LUMO level, eV: 0.914
M, Da: 90.12
Total charge: 0
Structure (SMILES): CC[C@@H](O)CO
HOMO energy, eV: -10.18



Short version: *three* is the most stable of them.



*one*
Here is an isolated ion of composition C7H12ClN2 and charge +1 from OMol25. Energies are from ωB97M-V/def2-TZVPD.

The geometry in XYZ format:
```
22
C7H12ClN2 ωB97M-V/def2-TZVPD
Cl -0.71 -1.98 2.15
N 0.05 -0.79 -1.29
N -1.63 0.00 -0.32
C 0.26 0.64 2.15
C 0.59 1.84 1.27
C -0.92 -0.59 -2.25
C -0.42 -0.38 -0.10
C -1.97 -0.07 -1.61
C 0.31 -0.68 1.46
C 1.38 -1.31 -1.50
H 1.67 -0.95 -2.42
H 1.50 -2.42 -1.64
H -2.78 0.53 -1.96
H 0.75 2.63 1.95
H -0.69 0.86 2.45
H -0.10 2.03 0.54
H 2.04 -0.65 -0.86
H 1.62 1.79 0.71
H -0.83 -0.43 -3.35
H 0.91 0.59 3.02
H -2.21 0.41 0.44
H 1.18 -1.09 1.16
```

Output
Orbital gap, eV: 11.231
Multiplicity: 1
LUMO level, eV: -2.872
M, Da: 159.64
Total charge: +1
Structure (SMILES): CC[C@@H](Cl)c1[nH]cc[n+]1C
HOMO energy, eV: -14.10



*two*
Here is a 2-piece molecular cluster, C7H12ClN2 overall from OMol25. Energies are from ωB97M-V/def2-TZVPD.

The geometry in XYZ format:
```
22
C7H12ClN2 ωB97M-V/def2-TZVPD
Cl 1.82 0.03 1.35
N 0.54 3.48 -1.17
N -0.46 2.03 0.36
C 0.78 -1.31 0.55
C -0.44 2.65 -0.79
C 0.53 -2.49 1.40
C -0.94 -1.35 -1.34
C -1.44 1.05 0.63
C 1.55 -2.57 0.31
C -0.31 -0.90 -0.25
H 2.54 -2.66 0.58
H -0.67 -2.18 -1.92
H 0.89 4.29 -0.52
H 0.58 3.75 -2.10
H -2.23 1.05 -0.15
H -1.97 -1.14 -1.39
H 0.19 2.11 1.23
H 0.97 -2.57 2.37
H -0.38 -3.01 1.23
H 1.37 -3.22 -0.51
H -1.18 2.19 -1.45
H -1.75 0.78 1.60
```

Output
Orbital gap (spin up / spin down), eV: 7.689 / 7.685
Multiplicity: 1
LUMO level (spin up / spin down), eV: -4.377 / -4.379
M, Da: 159.64
Total charge: +1
HOMO energy (spin up / spin down), eV: -12.07 / -12.06



Short version: *one* is the most stable of them.



*one*
Here is an isolated ion of composition C6H13NP and charge +1 from OMol25. Energies are from ωB97M-V/def2-TZVPD.

The geometry in XYZ format:
```
21
C6H13NP ωB97M-V/def2-TZVPD
P -0.02 -2.31 0.96
N 0.06 0.37 2.25
C 0.15 1.88 1.94
C 0.69 0.18 -1.60
C 0.44 -0.45 0.98
C -0.41 -1.74 -0.57
C -0.18 -0.31 -0.50
C -0.91 -2.41 -1.78
H -1.72 -1.80 -2.31
H 1.48 0.77 -1.06
H -0.89 0.24 2.59
H 0.70 -0.02 2.86
H -0.04 2.61 2.74
H -0.65 2.03 1.15
H 1.11 -0.60 -2.27
H -1.47 -3.45 -1.61
H 1.56 -0.44 0.65
H -1.19 0.24 -0.50
H -0.11 -2.65 -2.53
H 1.12 2.22 1.43
H 0.07 0.94 -2.27
```

Output
Orbital gap, eV: 9.225
Multiplicity: 1
LUMO level, eV: -3.584
M, Da: 130.15
Total charge: +1
Structure (SMILES): C[NH2+][C@H]1P=C(C)[C@@H]1C
HOMO energy, eV: -12.81



*two*
Here is a 2-piece molecular cluster, C6H13NP overall from OMol25. Energies are from ωB97M-V/def2-TZVPD.

The geometry in XYZ format:
```
21
C6H13NP ωB97M-V/def2-TZVPD
P 0.43 -0.20 0.39
N -2.91 1.55 -2.45
C -2.53 2.33 -3.38
C 1.40 0.38 -1.01
C 0.60 1.14 1.57
C -1.55 1.68 -2.56
C 1.23 -1.74 0.96
C -1.30 -0.75 0.13
H 0.00 2.08 1.44
H 0.77 -1.98 1.89
H 0.90 1.34 -1.45
H 2.24 -1.61 1.12
H -1.21 -1.67 0.65
H -1.95 -0.18 0.69
H -1.55 -0.93 -0.98
H 0.37 0.79 2.55
H -2.69 3.16 -4.08
H 1.49 -0.31 -1.77
H 1.71 1.11 1.50
H 0.91 -2.56 0.33
H 2.37 0.63 -0.66
```

Output
Orbital gap, eV: 10.620
Multiplicity: 1
LUMO level, eV: -2.541
M, Da: 130.15
Total charge: +1
HOMO energy, eV: -13.16



Short version: *one* is the most stable of them.



*one*
Here is C5H7NO2 as an isolated structure from OMol25. Energies are from ωB97M-V/def2-TZVPD.

The geometry in XYZ format:
```
15
C5H7NO2 ωB97M-V/def2-TZVPD
O -2.02 -0.84 0.02
O 0.44 -1.74 -0.10
N 0.38 1.55 0.12
C 0.74 -0.71 0.79
C -0.08 0.59 -0.99
C -0.13 0.47 1.00
C -1.23 0.23 -0.12
C 0.93 -0.58 -0.69
H -1.25 -1.54 -0.12
H 1.61 -0.88 1.53
H -2.05 1.07 -0.26
H -0.48 0.76 2.01
H -0.05 1.09 -1.95
H 1.42 1.42 0.10
H 1.78 -0.89 -1.32
```

Output
Orbital gap, eV: 10.599
Multiplicity: 1
LUMO level, eV: 0.889
M, Da: 113.12
Total charge: 0
HOMO energy, eV: -9.71



*two*
Here is C5H7NO2 as an isolated structure from OMol25. Energies are from ωB97M-V/def2-TZVPD.

The geometry in XYZ format:
```
15
C5H7NO2 ωB97M-V/def2-TZVPD
O -0.65 -0.68 -1.35
O 2.03 -0.84 -1.11
N -0.08 0.90 1.60
C -0.17 -1.12 0.05
C 1.17 -0.26 -0.26
C 0.09 0.61 -0.98
C -0.76 1.03 0.21
C -0.90 -0.21 0.91
H -1.66 1.76 0.14
H -0.79 1.43 2.23
H 1.43 -1.23 -1.75
H -1.68 -0.56 1.57
H -0.20 -2.14 0.20
H 0.39 1.09 -1.94
H 1.78 0.21 0.50
```

Output
Orbital gap, eV: 10.511
Multiplicity: 1
LUMO level, eV: 0.915
M, Da: 113.12
Total charge: 0
HOMO energy, eV: -9.60



Short version: *two* is the most stable of them.



*one*
Here is the molecule C5H7NO2 from OMol25. Energies are from ωB97M-V/def2-TZVPD.

The geometry in XYZ format:
```
15
C5H7NO2 ωB97M-V/def2-TZVPD
O 0.05 -1.42 -0.91
O -1.51 1.21 -0.67
N 1.25 -0.16 0.87
C 2.20 0.05 -0.30
C 1.46 1.26 0.11
C -2.18 0.31 0.00
C 0.14 -0.78 0.18
C -1.28 -0.68 0.86
H -1.72 -1.74 0.76
H 1.69 2.09 0.81
H 2.15 -0.65 -1.43
H -1.55 0.02 1.76
H 0.33 1.45 -0.35
H 3.31 0.13 -0.06
H -3.26 0.51 -0.03
```

Output
Orbital gap, eV: 10.416
Multiplicity: 1
LUMO level, eV: 0.513
M, Da: 113.12
Total charge: 0
Structure (SMILES): O=CCC(=O)N1CC1
HOMO energy, eV: -9.90



*two*
Here is a 2-piece molecular cluster, C5H7NO2 overall from OMol25. Energies are from ωB97M-V/def2-TZVPD.

The geometry in XYZ format:
```
15
C5H7NO2 ωB97M-V/def2-TZVPD
O -1.51 -0.35 -1.48
O -0.15 2.09 1.39
N -0.11 -0.39 -1.64
C -0.16 0.78 1.15
C 1.62 1.28 -1.12
C 0.55 0.51 -1.06
C -0.41 -1.80 1.30
C -0.37 -0.38 1.51
H -1.81 -1.09 -2.02
H 2.29 1.35 -0.28
H -0.53 2.55 0.64
H -0.33 -2.35 2.24
H -1.32 -2.10 0.79
H 1.83 1.88 -1.99
H 0.41 -2.00 0.57
```

Output
Orbital gap, eV: 8.949
Multiplicity: 1
LUMO level, eV: 0.235
M, Da: 113.12
Total charge: 0
Structure (SMILES): C=C=NO.CC#CO
HOMO energy, eV: -8.71



*three*
Here is the molecule C5H7NO2 from OMol25. Energies are from ωB97M-V/def2-TZVPD.

The geometry in XYZ format:
```
15
C5H7NO2 ωB97M-V/def2-TZVPD
O 0.60 -1.62 0.06
O -1.80 -1.41 0.04
N -2.57 -0.41 -0.09
C 1.12 0.84 -0.28
C -0.40 0.50 0.38
C -0.48 -0.75 -0.30
C 1.56 -0.63 0.17
C -1.87 0.76 0.12
H 1.12 1.04 -1.36
H 1.66 1.52 0.18
H 1.73 -0.80 1.37
H -0.15 0.40 1.53
H 2.31 -0.83 -0.50
H -2.34 1.93 0.15
H -0.47 -0.53 -1.47
```

Output
Orbital gap, eV: 10.206
Multiplicity: 1
LUMO level, eV: 0.894
M, Da: 113.12
Total charge: 0
Structure (SMILES): C1=NO[C@@H]2OCC[C@@H]12
HOMO energy, eV: -9.31



Short version: *one* is the most stable of them.